one:
{
  "formula": "C3H7N3O",
  "method": "ωB97M-V/def2-TZVPD",
  "homo_lumo_gap_ev": 8.8,
  "symbols": ["C", "C", "C", "H", "H", "H", "H", "H", "H", "H", "N", "N", "N", "O"],
  "positions_angstrom": [[1.42, 1.93, -0.29], [0.79, 0.62, -0.35], [-2.33, -0.55, 1.14], [2.42, 1.70, -0.85], [0.93, 2.94, -0.76], [1.82, 2.19, 0.74], [-0.91, 1.40, 0.59], [-2.46, -1.58, 1.90], [-2.77, 0.35, 1.44], [0.09, -1.52, 0.51], [-0.64, 0.53, -0.02], [-1.21, -0.62, 0.61], [1.35, -0.49, -0.80], [0.63, -1.68, -0.64]],
  "nbo_charge": [-0.6998, 0.2829, -0.0827, 0.2695, 0.2418, 0.2353, 0.3522, 0.1992, 0.1696, 0.4797, -0.4668, -0.2578, -0.1343, -0.5887]
}

two:
{
  "formula": "C3H7N3O",
  "method": "ωB97M-V/def2-TZVPD",
  "homo_lumo_gap_ev": 8.6,
  "smiles": "Cn1cc(N)n1O",
  "symbols": ["C", "N", "C", "C", "N", "N", "O", "H", "H", "H", "H", "H", "H", "H"],
  "positions_angstrom": [[1.46, -1.48, 0.52], [0.87, -0.17, 0.33], [-0.28, 0.22, 1.10], [-0.99, 0.50, -0.01], [-2.19, 1.02, -0.43], [0.02, -0.05, -0.85], [0.56, 0.70, -1.89], [1.96, -1.49, 1.49], [0.71, -2.28, 0.50], [2.19, -1.65, -0.27], [-0.42, 0.14, 2.15], [-2.65, 1.61, 0.25], [-2.17, 1.40, -1.36], [0.93, 1.53, -1.53]],
  "nbo_charge": [-0.4242, -0.2866, -0.1974, 0.2506, -0.8127, -0.0109, -0.5574, 0.2028, 0.1796, 0.2105, 0.2111, 0.3904, 0.3923, 0.4518]
}

three:
{
  "formula": "C3H7N3O",
  "method": "ωB97M-V/def2-TZVPD",
  "homo_lumo_gap_ev": 10.0,
  "smiles": "[H]/N=C/NC(=O)NC",
  "symbols": ["H", "N", "C", "N", "C", "O", "N", "C", "H", "H", "H", "H", "H", "H"],
  "positions_angstrom": [[-4.06, -0.30, -0.55], [-3.28, -0.10, 0.07], [-2.19, -0.20, -0.57], [-1.01, 0.03, 0.10], [0.21, -0.04, -0.53], [0.40, -0.19, -1.72], [1.20, 0.12, 0.36], [2.64, 0.09, 0.08], [-2.03, -0.46, -1.61], [-1.07, 0.27, 1.08], [1.08, -0.06, 1.35], [2.93, 0.39, -0.92], [2.90, -1.00, 0.11], [2.24, 1.13, 0.61]],
  "nbo_charge": [0.3452, -0.6878, 0.2782, -0.6420, 0.7754, -0.6284, -0.6585, -0.5651, 0.1897, 0.4060, 0.3907, 0.2208, 0.2280, 0.3478]
}

four:
{
  "formula": "C3H7N3O",
  "method": "ωB97M-V/def2-TZVPD",
  "homo_lumo_gap_ev": 9.7,
  "smiles": "C=N[C@H](N)C(N)=O",
  "symbols": ["C", "N", "C", "N", "C", "N", "O", "H", "H", "H", "H", "H", "H", "H"],
  "positions_angstrom": [[-1.97, 0.00, -0.08], [-0.97, 0.37, -0.78], [0.11, 0.54, 0.18], [0.79, 1.78, 0.18], [1.13, -0.58, 0.03], [0.71, -1.70, -0.62], [2.20, -0.49, 0.62], [-2.15, 0.37, 0.94], [-2.70, -0.70, -0.46], [-0.41, 0.09, 1.10], [1.67, 1.75, 0.66], [0.25, 2.62, 0.25], [-0.04, -1.60, -1.29], [1.39, -2.44, -0.73]],
  "nbo_charge": [-0.0324, -0.4203, 0.0040, -0.8469, 0.6744, -0.8256, -0.6208, 0.1550, 0.1723, 0.1385, 0.4052, 0.3804, 0.4133, 0.4030]
}

Relative to the most stable one, in hartree, the structures come out at one 0.1893; two 0.1034; three 0.0501; four 0.0000.